Entry a
# C2H7N3O2

2 unconnected molecules or ions with the total composition C2H7N3O2 (ωB97M-V/def2-TZVPD, the Open Molecules 2025 dataset).

XYZ file:
```
14
Properties=species:S:1:pos:R:3:lowdin_charge:R:1
O -2.285 -2.515 2.538 -0.164
N -1.123 -2.572 2.039 -0.164
C -0.758 -2.181 0.866 -0.226
O 0.515 -2.364 0.479 -0.017
H -0.378 -2.998 2.617 0.177
H -1.492 -1.750 0.204 0.137
H 0.769 -1.532 0.007 0.043
H -0.537 0.358 0.386 0.072
N 0.303 0.125 -0.143 0.060
C 0.801 1.106 -0.768 -0.339
N 0.339 2.372 -0.815 0.100
H 1.702 0.929 -1.345 0.124
H -0.499 2.628 -0.319 0.103
H 0.821 3.092 -1.321 0.094
```

LUMO (alpha / beta) = 0.47 / 0.47 eV
gap between HOMO and LUMO (alpha / beta) = 8.04 / 8.04 eV
HOMO (alpha / beta) = -7.572 / -7.574 eV
2S+1 = 1
SMILES string = [O-]/[NH+]=C/O.[H]/N=C\N



Entry b
# C2H7N3O2

C2H7N3O2 in the gas phase (ωB97M-V/def2-TZVPD, the Open Molecules 2025 dataset).

XYZ file:
```
14
Properties=species:S:1:pos:R:3:lowdin_charge:R:1
C -0.391 1.806 0.276 -0.159
O -0.072 0.743 -0.529 -0.183
C 0.322 -0.627 -0.145 -0.327
N 1.428 -1.077 0.224 0.082
N 2.339 0.128 0.079 0.028
N -1.076 -1.319 -0.138 0.048
O -2.222 -0.310 0.179 -0.151
H 0.412 2.356 1.128 0.171
H -1.500 1.727 0.548 0.093
H -0.455 2.556 -0.410 0.030
H 3.214 -0.300 0.117 0.037
H 1.996 0.650 -0.741 0.080
H -1.175 -1.926 0.768 0.149
H -2.559 0.280 -0.549 0.102
```

LUMO = 0.68 eV
gap between HOMO and LUMO = 9.87 eV
HOMO = -9.192 eV
2S+1 = 1
SMILES string = CO/C(=N\N)NO



Most stable = entry a



Entry a
# C4H8O2

C4H8O2 in the gas phase (ωB97M-V/def2-TZVPD, the Open Molecules 2025 dataset).

XYZ file:
```
14
Properties=species:S:1:pos:R:3:lowdin_charge:R:1
O 0.055 0.769 1.682 -0.093
C -0.939 -0.026 1.053 -0.214
C -0.389 -0.796 -0.183 -0.243
C 1.100 -0.773 -0.026 -0.037
C 0.263 0.186 -1.051 -0.278
O -0.403 1.425 -1.067 -0.015
H 0.590 1.157 0.973 0.074
H -1.271 -0.737 1.813 0.122
H -1.776 0.618 0.762 0.114
H -1.003 -1.614 -0.553 0.137
H 1.400 -0.814 1.024 0.107
H 1.786 -1.333 -0.646 0.088
H 0.679 -0.077 -2.020 0.136
H -0.089 2.015 -1.762 0.103
```

LUMO = 0.66 eV
gap between HOMO and LUMO = 10.11 eV
HOMO = -9.458 eV
2S+1 = 1
SMILES string = OC[C@@H]1C[C@@H]1O



Entry b
# C4H8O2

2 unconnected molecules or ions with the total composition C4H8O2 (ωB97M-V/def2-TZVPD, the Open Molecules 2025 dataset).

XYZ file:
```
14
Properties=species:S:1:pos:R:3:lowdin_charge:R:1
C -2.409 -0.869 -0.157 0.004
C -1.122 -1.044 0.108 -0.291
O -0.648 -1.224 1.387 -0.034
H -2.730 -0.744 -1.181 0.050
H -3.128 -0.734 0.639 0.055
H -0.308 -1.120 -0.596 0.104
H -1.278 -0.824 2.000 0.099
C 1.130 1.088 0.526 -0.011
C 2.020 0.870 -0.424 -0.283
O 1.765 1.195 -1.728 -0.017
H 1.359 0.938 1.568 0.056
H 0.101 1.383 0.380 0.062
H 2.994 0.456 -0.184 0.109
H 2.255 0.629 -2.338 0.097
```

LUMO = 0.83 eV
gap between HOMO and LUMO = 9.91 eV
HOMO = -9.082 eV
2S+1 = 1
SMILES string = C=CO.C=CO



Most stable = entry b



Entry a
# C4H8O2

C4H8O2 in the gas phase (ωB97M-V/def2-TZVPD, the Open Molecules 2025 dataset).

XYZ file:
```
14
Properties=species:S:1:pos:R:3:lowdin_charge:R:1
C -1.702 -0.296 -0.434 -0.053
C -0.300 0.286 -0.315 -0.455
O -0.304 1.415 0.553 -0.047
C 0.706 -0.702 0.276 -0.117
C 2.037 -0.023 0.511 -0.256
O 3.077 -0.371 0.003 0.049
H -2.388 0.455 -0.841 0.079
H -1.726 -1.174 -1.088 0.084
H -2.068 -0.589 0.556 0.086
H 0.065 0.585 -1.312 0.149
H -0.574 2.185 0.042 0.100
H 0.849 -1.562 -0.384 0.128
H 0.329 -1.059 1.245 0.131
H 2.000 0.850 1.188 0.123
```

LUMO = 0.76 eV
gap between HOMO and LUMO = 10.36 eV
HOMO = -9.598 eV
2S+1 = 1
SMILES string = C[C@@H](O)CC=O



Entry b
# C4H8O2

2 unconnected molecules or ions with the total composition C4H8O2 (ωB97M-V/def2-TZVPD, the Open Molecules 2025 dataset).

XYZ file:
```
14
Properties=species:S:1:pos:R:3:lowdin_charge:R:1
C 0.717 -1.453 1.432 -0.071
C 0.267 -0.353 0.489 -0.295
O -0.672 -0.944 -0.392 -0.117
C -1.207 -0.168 -1.386 -0.147
C -1.264 1.145 -1.517 -0.189
O -1.350 2.291 -1.763 0.121
H 1.205 -2.253 0.866 0.080
H -0.149 -1.877 1.950 0.081
H 1.420 -1.070 2.178 0.079
H -0.199 0.479 1.044 0.118
H 1.115 0.058 -0.080 0.100
H -1.738 -0.733 -2.144 0.128
H 1.171 2.265 -0.556 0.055
H 0.685 2.614 -0.120 0.058
```

LUMO = 0.56 eV
gap between HOMO and LUMO = 8.89 eV
HOMO = -8.328 eV
2S+1 = 1
SMILES string = CCOC=C=O.[H][H]



Entry c
# C4H8O2

C4H8O2 in the gas phase (ωB97M-V/def2-TZVPD, the Open Molecules 2025 dataset).

XYZ file:
```
14
Properties=species:S:1:pos:R:3:lowdin_charge:R:1
C -0.784 -1.615 -0.081 0.056
C -1.247 -0.376 -0.026 -0.425
O -2.817 -0.196 -0.043 -0.054
O -0.819 0.836 0.196 -0.031
C 0.650 0.951 -0.494 -0.108
C 1.753 0.486 0.420 -0.088
H -1.487 -2.436 -0.148 0.069
H 0.266 -1.857 -0.145 0.047
H -2.997 0.597 0.488 0.066
H 0.643 0.475 -1.477 0.121
H 0.687 2.032 -0.637 0.110
H 2.000 -0.563 0.241 0.064
H 2.666 1.064 0.231 0.082
H 1.486 0.602 1.474 0.092
```

LUMO = 0.88 eV
gap between HOMO and LUMO = 9.76 eV
HOMO = -8.887 eV
2S+1 = 1
SMILES string = C=C(O)OCC



Entry d
# C4H8O2

C4H8O2 in the gas phase (ωB97M-V/def2-TZVPD, the Open Molecules 2025 dataset).

XYZ file:
```
14
Properties=species:S:1:pos:R:3:lowdin_charge:R:1
C -1.379 0.738 -0.525 -0.045
C -0.244 0.756 0.463 -0.267
C 0.222 -0.542 1.018 -0.265
O -0.164 -1.721 0.443 -0.036
C 1.115 0.382 -0.019 -0.262
O 1.285 -0.239 -1.225 -0.042
H -1.515 1.729 -0.965 0.082
H -1.160 0.033 -1.330 0.079
H -2.307 0.427 -0.039 0.086
H -0.234 1.562 1.193 0.141
H 0.719 -0.613 1.986 0.140
H 0.495 -1.962 -0.361 0.125
H 2.019 0.742 0.474 0.139
H 1.151 -1.292 -1.111 0.125
```

LUMO = 0.50 eV
gap between HOMO and LUMO = 9.79 eV
HOMO = -9.281 eV
2S+1 = 1
SMILES string = C[C@H]1[C@@H](O)[C@H]1O



Most stable = entry a



Entry a
# C6H13BrN3

A gas-phase ion, C6H13BrN3 (charge +1) (ωB97M-V/def2-TZVPD, the Open Molecules 2025 dataset).

XYZ file:
```
23
Properties=species:S:1:pos:R:3:lowdin_charge:R:1
C -1.928 -0.268 0.411 -0.004
C -0.963 0.710 -0.518 -0.350
C -0.349 1.786 0.402 -0.067
C 0.144 -0.101 -1.138 -0.128
N -0.607 -1.353 -2.020 -0.449
Br -1.989 -0.973 -3.224 0.832
C -0.273 -2.465 -1.333 -0.185
N 0.568 -2.349 -0.308 0.073
N 0.794 -1.003 -0.150 -0.155
C 2.346 -0.879 -0.069 0.084
H -2.768 -0.630 -0.122 0.049
H -2.492 0.329 1.142 0.096
H -1.288 -1.074 0.743 0.058
H -1.624 1.286 -1.193 0.130
H 0.338 1.255 1.051 0.064
H -1.112 2.545 0.948 0.156
H 0.213 2.477 -0.197 0.068
H 0.924 0.334 -1.860 0.184
H -0.442 -3.458 -1.769 0.153
H 0.444 -0.760 0.699 0.095
H 2.761 -0.218 0.683 0.106
H 2.675 -1.903 0.101 0.102
H 2.691 -0.592 -1.040 0.089
```

LUMO = -4.05 eV
gap between HOMO and LUMO = 9.30 eV
net charge = +1
HOMO = -13.345 eV
2S+1 = 1
SMILES string = CC(C)[C@@H]1N(Br)C=N[N@H+]1C



Entry b
# C6H13BrN3

A molecular structure, C6H13BrN3 (ωB97M-V/def2-TZVPD, the Open Molecules 2025 dataset).

XYZ file:
```
23
Properties=species:S:1:pos:R:3:lowdin_charge:R:1
C -1.551 1.146 0.088 -0.149
C 0.780 2.046 0.654 -0.563
C 1.592 -0.841 -0.647 -0.023
C 0.000 -1.171 1.276 -0.011
C -0.762 -1.565 -1.091 -0.013
C 0.144 -0.734 -0.175 -0.586
N -1.428 2.324 0.946 0.118
N -0.299 2.667 1.153 -0.003
N -0.253 0.697 -0.342 0.018
Br 1.847 2.999 -0.601 0.843
H -2.057 0.401 0.711 0.137
H -2.217 1.445 -0.724 0.155
H 1.386 1.510 1.384 0.095
H 2.254 -0.220 -0.051 0.077
H 1.932 -1.868 -0.562 0.104
H 1.680 -0.554 -1.692 0.097
H 0.582 -0.549 1.951 0.086
H 0.366 -2.189 1.372 0.107
H -1.033 -1.169 1.612 0.087
H -1.791 -1.580 -0.741 0.091
H -0.744 -1.191 -2.113 0.097
H -0.401 -2.589 -1.114 0.103
H -0.027 0.984 -1.294 0.132
```

LUMO = -4.51 eV
gap between HOMO and LUMO = 10.16 eV
net charge = +1
HOMO = -14.672 eV
2S+1 = 1



Most stable = entry b



Entry a
# ClH4PSi

ClH4PSi in the gas phase (ωB97M-V/def2-TZVPD, the Open Molecules 2025 dataset).

XYZ file:
```
7
Properties=species:S:1:pos:R:3:lowdin_charge:R:1
P 1.279 -1.058 0.449 0.485
Si -0.127 0.676 0.164 0.083
Cl -2.240 -0.171 0.019 -0.033
H 0.002 -1.792 0.343 -0.162
H 1.514 -0.993 -0.990 -0.147
H -0.273 1.802 1.093 -0.125
H -0.153 1.537 -1.078 -0.101
```

LUMO = 0.34 eV
gap between HOMO and LUMO = 10.74 eV
HOMO = -10.397 eV
2S+1 = 1
SMILES string = P[SiH2]Cl



Entry b
# ClH4PSi

2 unconnected molecules or ions with the total composition ClH4PSi (ωB97M-V/def2-TZVPD, the Open Molecules 2025 dataset).

XYZ file:
```
7
Properties=species:S:1:pos:R:3:lowdin_charge:R:1
Si -2.176 1.030 -0.084 0.282
P 2.228 -0.983 -0.100 0.587
Cl -3.126 -0.834 -0.007 0.006
H -3.258 1.745 -0.553 -0.284
H 2.958 -0.547 0.965 -0.229
H 0.941 -0.705 0.516 -0.189
H 2.434 0.295 -0.737 -0.173
```

LUMO = -1.04 eV
gap between HOMO and LUMO = 8.04 eV
HOMO = -9.085 eV
2S+1 = 1



Most stable = entry a